Model a:
C6H17NO2 | ωB97M-V/def2-TZVPD

As for the LUMO energy: 0.89 eV. Its spin multiplicity is 1. The HOMO-LUMO gap comes out at 0.378 Ha. As for the SMILES: CC(C)CO.CNOC. The calculation puts the molar mass at 135.207 Da. The calculation puts the HOMO energy at -0.3451 hartree.

Bonds (Å) are listed after each position.
Element x y z (Å)
1 C -1.269 -1.087 0.742  C2 1.528, H6 1.089, H7 1.088, H8 1.088
2 C -2.024 0.073 0.094  C1 1.528, C3 1.527, C4 1.542, H9 1.097
3 C -3.071 0.637 1.052  C2 1.527, H10 1.089, H11 1.088, H12 1.089
4 C -1.050 1.187 -0.339  C2 1.542, O5 1.384, H13 1.097, H14 1.130
5 O -0.148 1.566 0.641  C4 1.384, H15 1.041
6 H -0.481 -1.454 0.087  C1 1.089
7 H -1.949 -1.909 0.955  C1 1.088
8 H -0.810 -0.758 1.673  C1 1.088
9 H -2.527 -0.285 -0.812  C2 1.097
10 H -3.746 -0.148 1.391  C3 1.089
11 H -3.663 1.411 0.567  C3 1.088
12 H -2.578 1.075 1.918  C3 1.089
13 H -1.616 2.074 -0.650  C4 1.097
14 H -0.485 0.789 -1.234  C4 1.130
15 H 0.731 1.033 0.478  O5 1.041
16 C 1.680 -0.472 -2.259  N17 1.424, H20 1.096, H21 1.087, H22 1.129
17 N 2.626 -0.568 -1.200  C16 1.424, O18 1.556, H23 1.021
18 O 2.121 0.228 0.037  N17 1.556, C19 1.413
19 C 2.577 -0.383 1.227  O18 1.413, H24 1.094, H25 1.087, H26 1.090
20 H 1.547 0.536 -2.667  C16 1.096
21 H 1.933 -1.199 -3.026  C16 1.087
22 H 0.655 -0.710 -1.849  C16 1.129
23 H 3.468 -0.044 -1.442  N17 1.021
24 H 2.226 -1.417 1.296  C19 1.094
25 H 2.187 0.205 2.054  C19 1.087
26 H 3.666 -0.378 1.266  C19 1.090

---

Model b:
C6H17NO2 | ωB97M-V/def2-TZVPD

As for the LUMO energy: 0.41 eV. Its spin multiplicity is 1. The HOMO-LUMO gap comes out at 0.331 Ha. As for the SMILES: C/C=C/CCCN.O.O. The calculation puts the molar mass at 135.207 Da. The calculation puts the HOMO energy at -0.3160 hartree.

Bonds (Å) are listed after each position.
Element x y z (Å)
1 C -3.452 1.673 1.402  C2 1.499, H8 1.100, H9 1.097, H10 1.107
2 C -2.283 0.748 1.250  C1 1.499, C3 1.330, H11 1.078
3 C -1.520 0.747 0.161  C2 1.330, C4 1.483, H12 1.110
4 C -0.404 -0.174 -0.165  C3 1.483, C5 1.572, H13 1.088, H14 1.143
5 C 0.907 0.451 -0.765  C4 1.572, C6 1.500, H15 1.131, H16 1.137
6 C 1.718 1.304 0.166  C5 1.500, N7 1.455, H17 1.130, H18 1.074
7 N 1.152 2.526 0.716  C6 1.455, H19 1.006, H20 1.090
8 H -3.919 1.996 0.461  C1 1.100
9 H -4.177 1.311 2.142  C1 1.097
10 H -3.087 2.571 1.938  C1 1.107
11 H -2.245 -0.069 1.953  C2 1.078
12 H -1.653 1.662 -0.454  C3 1.110
13 H -0.851 -0.959 -0.770  C4 1.088
14 H -0.289 -0.870 0.735  C4 1.143
15 H 0.560 0.942 -1.724  C5 1.131
16 H 1.568 -0.450 -0.973  C5 1.137
17 H 2.204 0.753 1.025  C6 1.130
18 H 2.583 1.590 -0.403  C6 1.074
19 H 0.507 2.510 1.487  N7 1.006
20 H 0.643 3.004 -0.121  N7 1.090
21 O 2.994 -2.788 0.157  H22 0.977, H23 0.962
22 H 2.615 -2.871 -0.740  O21 0.977
23 H 2.183 -2.969 0.642  O21 0.962
24 O 0.168 -3.200 -2.294  H25 0.980, H26 0.998
25 H 0.495 -3.700 -3.071  O24 0.980
26 H -0.410 -2.554 -2.789  O24 0.998

---

Computed stability ranking, most favorable first: model b, model a